[1]
DFT (wB97M-V/def2-TZVPD) results for an isolated molecule of C6H9NO in a non-equilibrium geometry.

Each line ends with the Mulliken charge.
Geometry (Å):
O (2.698, 0.860, -0.435)  -0.590
C (1.573, 0.387, -0.336)  0.445
C (0.847, -0.282, 0.887)  -0.725
C (-0.112, -1.236, 0.845)  0.080
C (-1.062, -0.717, -0.098)  -0.109
C (-1.507, 0.584, 0.113)  -0.367
N (-0.759, 0.240, -1.035)  -0.278
C (0.557, 0.738, -1.395)  -0.389
H (1.831, -0.365, 1.746)  0.216
H (0.166, 0.725, 1.174)  -0.048
H (0.041, -2.458, 0.445)  0.286
H (-0.604, -1.295, 1.935)  0.156
H (-1.691, -1.620, -0.450)  0.259
H (-0.986, 1.210, 0.742)  0.379
H (-2.630, 0.924, -0.094)  0.191
H (0.808, 1.856, -1.483)  0.222
H (0.828, 0.448, -2.562)  0.271

Summary:
HOMO energy (eV): -8.87
SMILES: O=C1CC[C@H]2CN2C1
Energy (a.u.): -363.80311
Gap between HOMO and LUMO (eV): 9.564

[2]
DFT (wB97M-V/def2-TZVPD) results for an isolated molecule of C6H9NO in a non-equilibrium geometry.

Each line ends with the Mulliken charge.
Geometry (Å):
N (0.069, -0.766, 1.364)  -0.863
C (-0.300, -0.645, -0.162)  -0.182
C (1.084, -1.190, -0.640)  -0.475
C (1.830, 0.161, -0.085)  -0.378
C (1.058, 1.281, 0.038)  -0.969
C (-0.257, 0.889, -0.405)  0.875
O (-1.556, 0.865, 0.171)  -0.512
C (-1.865, -0.496, -0.398)  -0.445
H (0.925, -0.082, 1.427)  0.503
H (-0.725, -0.004, 1.672)  0.406
H (1.225, -1.374, -1.759)  0.286
H (1.394, -2.041, 0.114)  0.348
H (3.017, 0.298, -0.090)  0.274
H (1.668, 2.234, 0.276)  0.273
H (-0.170, 1.021, -1.567)  0.244
H (-2.274, -0.693, -1.522)  0.255
H (-2.399, -0.918, 0.446)  0.360

Summary:
HOMO energy (eV): -8.86
SMILES: N[C@]12CC=C[C@@H]1OC2
Energy (a.u.): -363.77733
Gap between HOMO and LUMO (eV): 9.820

[3]
DFT (wB97M-V/def2-TZVPD) results for an isolated molecule of C6H9NO in a non-equilibrium geometry.

Each line ends with the Mulliken spin population.
Geometry (Å):
C (1.285, 0.296, -0.152)  0.392
C (0.805, -0.364, 0.924)  0.044
C (-0.746, -0.521, 0.789)  0.364
C (0.181, 0.594, -1.117)  -0.068
C (1.588, -0.864, 2.050)  -0.005
C (-2.225, 0.554, -1.135)  0.004
N (-0.989, -0.026, -0.510)  0.473
O (-1.544, -0.762, 1.656)  0.628
H (2.302, 0.316, -0.290)  0.045
H (-0.110, 1.718, -1.186)  0.053
H (0.661, 0.244, -2.115)  0.045
H (1.591, -1.966, 2.126)  -0.003
H (1.191, -0.488, 3.027)  0.003
H (2.673, -0.513, 1.947)  0.010
H (-3.064, -0.024, -0.920)  0.012
H (-2.475, 1.558, -0.804)  -0.007
H (-2.021, 0.619, -2.185)  0.012

Summary:
HOMO energy (spin up / spin down) (eV): -4.77 / -8.75
Energy (a.u.): -363.81722
Gap between HOMO and LUMO (spin up / spin down) (eV): 5.630 / 5.704
2S+1: 3

[4]
DFT (wB97M-V/def2-TZVPD) results for an isolated molecule of C6H9NO2 in a non-equilibrium geometry.

Each line ends with the Mulliken charge.
Geometry (Å):
C (-1.098, 2.155, 2.078)  -0.686
C (-0.508, 0.977, 1.794)  -0.717
C (-0.235, 0.582, 0.388)  0.581
C (0.031, -0.935, 0.250)  -0.912
C (0.244, -0.913, -1.286)  0.075
N (0.807, -2.085, -1.912)  -0.619
C (1.214, 0.327, -1.298)  0.349
O (2.029, 0.478, -2.105)  -0.493
O (0.960, 1.114, -0.217)  -0.363
H (-0.629, 2.875, 2.748)  0.258
H (-2.070, 2.444, 1.679)  0.273
H (-0.284, 0.322, 2.636)  0.341
H (-1.037, 0.974, -0.257)  0.305
H (1.041, -1.010, 0.665)  0.375
H (-0.725, -1.610, 0.640)  0.424
H (-0.737, -0.583, -1.656)  0.300
H (0.347, -2.207, -2.805)  0.263
H (0.650, -2.905, -1.342)  0.246

Summary:
HOMO energy (eV): -8.93
SMILES: C=C[C@@H]1C[C@H](N)C(=O)O1
Energy (a.u.): -439.15629
Gap between HOMO and LUMO (eV): 9.000

[5]
DFT (wB97M-V/def2-TZVPD) results for a structure of composition C6H9NO2 in a non-equilibrium geometry.

Each line ends with the Mulliken charge.
Geometry (Å):
C (-0.354, 0.999, -0.396)  0.008
C (-1.563, 0.097, -0.214)  -0.995
C (-0.818, -1.211, 0.357)  -0.143
C (0.344, -1.329, -0.638)  -0.505
C (0.707, 0.025, 0.071)  0.649
C (2.073, 0.601, 0.067)  -0.369
H (-1.111, 2.531, 0.419)  0.318
H (-0.309, 1.304, -1.447)  0.314
H (-2.120, -0.059, -1.105)  0.325
H (-2.257, 0.627, 0.484)  0.388
H (-1.431, -2.056, 0.714)  0.478
H (0.151, -1.237, -1.738)  0.239
H (1.004, -2.197, -0.378)  0.283
H (0.619, -1.382, 1.798)  0.316
H (2.130, 1.720, 0.077)  0.342
N (0.046, -0.585, 1.410)  -0.648
O (-0.289, 2.115, 0.456)  -0.501
O (3.181, 0.037, 0.062)  -0.500

Summary:
HOMO energy (eV): -9.58
Energy (a.u.): -439.17031
Gap between HOMO and LUMO (eV): 10.203

[6]
DFT (wB97M-V/def2-TZVPD) results for an isolated molecule of C6H9NO3 in a non-equilibrium geometry.

Each line ends with the Mulliken charge.
Geometry (Å):
C (2.697, 0.892, -0.220)  -1.204
C (1.272, 0.631, 0.102)  0.800
N (0.714, 1.102, 1.150)  -0.553
O (-0.626, 0.756, 1.163)  -0.396
C (-0.895, -0.132, 0.068)  1.369
C (-2.277, 0.116, -0.499)  -1.681
C (-0.760, -1.621, 0.659)  0.266
O (-0.690, -2.583, -0.052)  -0.566
O (-0.891, -1.691, 1.979)  -0.513
C (0.288, 0.054, -0.886)  -0.752
H (3.144, -0.022, -0.593)  0.320
H (2.774, 1.648, -0.999)  0.271
H (3.219, 1.250, 0.670)  0.356
H (-3.012, 0.087, 0.308)  0.377
H (-2.513, -0.658, -1.232)  0.356
H (-2.309, 1.102, -0.973)  0.403
H (-0.839, -0.792, 2.354)  0.445
H (0.635, -0.889, -1.311)  0.344
H (0.069, 0.748, -1.687)  0.357

Summary:
HOMO energy (eV): -9.70
SMILES: CC1=NO[C@](C)(C(=O)O)C1
Energy (a.u.): -514.47700
Gap between HOMO and LUMO (eV): 10.422

[7]
DFT (wB97M-V/def2-TZVPD) results for an isolated molecule of C6H9NO3 in a non-equilibrium geometry.

Each line ends with the Mulliken charge.
Geometry (Å):
O (-0.552, 3.543, 0.863)  -0.559
C (-0.559, 2.341, 0.813)  0.148
C (0.193, 1.254, 1.594)  -0.598
C (-0.299, 0.274, 0.520)  0.928
C (0.517, -0.854, -0.042)  -0.102
O (2.010, -0.572, -0.559)  -0.610
C (-0.159, -1.805, -1.022)  -0.357
O (0.746, -2.650, -1.603)  -0.563
N (-1.744, 0.282, 0.618)  -0.833
C (-1.092, 1.352, -0.183)  -0.351
H (1.273, 1.447, 1.556)  0.297
H (-0.131, 1.046, 2.622)  0.267
H (0.803, -1.480, 0.821)  0.340
H (1.921, 0.168, -1.170)  0.333
H (-0.991, -2.342, -0.543)  0.261
H (-0.211, -0.786, -1.681)  0.206
H (1.773, -2.331, -1.326)  0.400
H (-2.159, -0.375, -0.043)  0.321
H (-1.341, 1.490, -1.235)  0.472

Summary:
HOMO energy (eV): -9.75
SMILES: O=C1C[C@@]2([C@H](O)CO)N[C@@H]12
Energy (a.u.): -514.34843
Gap between HOMO and LUMO (eV): 10.204

[8]
DFT (wB97M-V/def2-TZVPD) results for the ion C6H9NO3PS with charge -1 in a non-equilibrium geometry.

Each line ends with the Mulliken charge.
Geometry (Å):
N (-1.062, 1.435, -0.552)  -0.595
C (-0.590, 0.105, -0.453)  0.079
C (-0.224, -0.066, 1.227)  -0.911
P (-1.805, 0.074, 2.252)  0.795
O (-1.960, 1.475, 2.776)  -0.706
O (-2.919, -0.661, 1.557)  -0.748
O (-1.323, -1.053, 3.455)  -0.604
C (0.720, -0.128, -1.219)  0.268
C (1.790, 0.809, -1.506)  -1.056
C (2.797, 0.276, -2.140)  -0.209
S (2.614, -1.531, -2.298)  -0.164
C (0.984, -1.369, -1.698)  -0.397
H (-1.671, 1.604, -1.374)  0.221
H (-1.585, 1.636, 0.297)  0.273
H (-1.354, -0.647, -0.767)  0.277
H (0.426, 0.865, 1.370)  0.305
H (0.504, -0.826, 1.122)  0.521
H (-1.450, -1.939, 2.989)  0.315
H (1.849, 1.696, -0.970)  0.361
H (3.677, 0.531, -2.596)  0.507
H (0.580, -2.284, -1.470)  0.468

Summary:
HOMO energy (eV): -5.46
SMILES: N[C@H](C[P@@](=O)([O-])O)c1ccsc1
Energy (a.u.): -1254.15835
Gap between HOMO and LUMO (eV): 8.108
Total charge: -1

[9]
DFT (wB97M-V/def2-TZVPD) results for an isolated molecule of C6H9NO3S in a non-equilibrium geometry.

Each line ends with the Mulliken charge.
Geometry (Å):
C (-0.945, -0.310, 1.408)  -0.351
C (-2.025, 0.390, 0.960)  -0.343
C (-1.775, 1.442, -0.104)  -0.456
C (-1.144, 1.098, -1.226)  -0.539
C (-0.334, -0.082, -1.457)  -0.412
C (0.583, -0.647, -0.686)  0.657
N (1.097, -1.875, -0.895)  -0.521
S (1.922, 0.312, 0.099)  1.113
O (1.517, 1.712, 0.168)  -0.565
O (3.069, 0.007, -0.657)  -0.584
O (2.012, -0.234, 1.666)  -0.538
H (0.017, 0.092, 1.293)  0.033
H (-1.054, -1.189, 2.164)  0.245
H (-3.011, 0.325, 1.376)  0.452
H (-2.362, 2.339, 0.097)  0.400
H (-1.189, 1.699, -2.074)  0.475
H (-0.640, -0.809, -2.263)  0.193
H (1.990, -2.116, -0.678)  0.157
H (0.651, -2.463, -1.558)  0.188
H (1.621, 0.309, 2.369)  0.396

Summary:
HOMO energy (eV): -8.47
SMILES: C=C/C=C\C=C(\N)S(=O)(=O)O
Energy (a.u.): -912.54637
Gap between HOMO and LUMO (eV): 9.015

Short version: relative energy (zero: lowest compared OMol25 entry of this formula, charge and spin) = 138.8 154.9 13.7 75.3 66.5 22.5 103.2 18.0 95.7 kcal per mole, in the order given.